An isolated ion of composition C16H20NOS and charge +1 at a distorted geometry. Source: the Open Molecules 2025 dataset; level of theory: ωB97M-V/def2-TZVPD.

Geometry as XYZ:
```
39
Properties=species:S:1:pos:R:3:lowdin_charge:R:1
C -4.763 -1.213 1.525 -0.029
C -3.816 -1.698 0.261 -0.242
O -3.592 -0.805 -0.765 -0.023
C -2.696 0.144 -0.246 -0.279
C -2.535 1.152 -1.043 0.016
C -1.474 2.229 -1.134 0.040
C -0.672 2.153 0.009 -0.146
C 0.538 3.177 0.297 0.069
N 1.706 2.476 -0.561 0.068
C 2.173 1.387 -0.063 -0.454
C 3.219 1.473 0.517 0.030
C 3.604 0.115 1.370 0.062
C 3.093 -0.989 0.780 -0.111
C 1.953 -0.961 -0.061 -0.446
S 1.166 -2.486 -0.765 0.904
C 2.143 -3.906 -0.075 -0.290
C 1.584 0.184 -0.768 0.009
C -0.773 1.047 1.001 -0.009
C -1.869 0.357 0.842 -0.053
H -5.085 -2.060 1.870 -0.024
H -4.266 -0.495 2.333 0.109
H -5.726 -0.671 1.090 0.120
H -2.912 -2.126 0.578 0.087
H -4.497 -2.400 -0.388 0.163
H -3.056 1.537 -2.028 0.162
H -1.364 2.948 -1.718 0.027
H 0.865 3.101 1.162 0.037
H 0.163 4.063 0.069 0.088
H 1.274 2.496 -1.491 0.177
H 2.522 3.448 -0.659 0.322
H 3.746 2.233 1.130 0.147
H 4.475 -0.172 1.919 0.099
H 3.500 -1.886 1.061 0.075
H 1.643 -4.634 -0.621 0.015
H 1.951 -3.893 0.806 -0.081
H 3.188 -3.808 -0.408 0.073
H 0.819 0.096 -1.433 0.076
H -0.155 0.836 1.768 0.095
H -2.034 -0.530 1.451 0.118
```

- LUMO energy: -3.6 eV
- Structure (SMILES): CCOc1ccc(C[NH2+]c2cccc(SC)c2)cc1
- Frontier orbital gap: 0.2888 Ha
- Charge: +1
- E_HOMO: -11.41 eV